(w)
Computed, not measured: a gas-phase ion, C6H11N2 (charge +1), with ωB97M-V with the def2-TZVPD basis set.

The calculation puts the HOMO-LUMO gap at 9.6961 eV. The structure (SMILES) is C[C@@H]1C=CNC=[NH+]C1. The total charge is +1. As for the spin multiplicity: 1.

Last column: natural (NBO) charge in e.
Positions of all 19 atoms, in Å:
C1 1.265 -1.272 1.469  -0.617
C2 0.672 -0.247 0.504  -0.258
C3 -0.695 0.306 1.212  -0.154
C4 -1.716 1.185 0.908  -0.061
N1 -1.666 1.389 -0.525  -0.518
C5 -0.915 0.887 -1.524  0.374
N2 0.080 0.023 -1.804  -0.514
C6 1.047 -0.844 -1.057  -0.193
H1 0.643 -2.162 1.516  0.221
H2 1.363 -0.867 2.472  0.227
H3 2.257 -1.566 1.135  0.224
H4 1.282 0.664 0.536  0.229
H5 -0.645 -0.011 2.245  0.228
H6 -2.492 1.610 1.499  0.263
H7 -2.348 2.060 -0.868  0.432
H8 -1.249 1.336 -2.458  0.221
H9 0.266 0.003 -2.803  0.422
H10 2.069 -0.605 -1.312  0.239
H11 0.782 -1.890 -1.145  0.236

---

(x)
Computed, not measured: a gas-phase ion, C6H11N2 (charge +1), with ωB97M-V with the def2-TZVPD basis set.

The calculation puts the HOMO-LUMO gap at 9.3066 eV. The structure (SMILES) is NC[C@@H]1[NH+]=CC12CC2. The total charge is +1. As for the spin multiplicity: 1.

Last column: natural (NBO) charge in e.
Positions of all 19 atoms, in Å:
N1 -1.816 -0.623 -0.734  -0.852
C1 -1.640 -0.391 0.670  -0.230
C2 -0.404 0.589 0.795  -0.031
N2 -0.486 1.809 -0.042  -0.411
C3 0.591 1.582 -0.732  0.305
C4 0.848 0.309 -0.014  -0.159
C5 2.272 0.052 0.331  -0.381
C6 1.594 -0.893 -0.600  -0.373
H1 -1.136 -1.250 -1.004  0.360
H2 -2.820 -0.949 -0.944  0.399
H3 -1.486 -1.283 1.368  0.211
H4 -2.556 0.256 1.014  0.220
H5 -0.128 0.794 1.922  0.252
H6 -1.191 2.500 -0.185  0.443
H7 1.174 2.066 -1.463  0.243
H8 2.384 -0.295 1.411  0.252
H9 3.004 0.709 -0.076  0.243
H10 1.995 -0.849 -1.602  0.254
H11 0.990 -1.839 -0.189  0.254

---

(y)
Computed, not measured: 2 unconnected molecules or ions with the total composition C6H11N2, with ωB97M-V with the def2-TZVPD basis set.

The calculation puts the HOMO-LUMO gap at 8.0674 eV. The total charge is +1. As for the spin multiplicity: 1.

Last column: natural (NBO) charge in e.
Positions of all 19 atoms, in Å:
C1 -2.202 0.443 -1.472  0.151
C2 0.969 -1.251 0.004  -0.127
C3 1.127 0.136 0.671  -0.244
C4 -0.955 0.272 2.071  -0.793
C5 0.866 0.050 -1.873  -0.428
C6 0.384 0.712 1.713  0.287
N1 -2.325 0.395 -0.361  -0.351
N2 0.335 -0.199 -0.617  -0.300
H1 1.887 -1.755 -0.481  0.232
H2 0.480 -1.935 0.634  0.225
H3 1.932 0.729 0.292  0.240
H4 -1.445 0.940 2.814  0.267
H5 -1.132 -0.823 2.155  0.311
H6 -1.466 0.343 1.127  0.359
H7 1.993 0.256 -1.824  0.202
H8 0.640 -0.813 -2.476  0.234
H9 0.422 0.872 -2.283  0.214
H10 0.765 1.452 2.449  0.255
H11 -2.277 0.176 -2.545  0.264

---

Stability, highest: (w)

---

(w)
Computed, not measured: a gas-phase ion, C6H11N2 (charge +1), with ωB97M-V with the def2-TZVPD basis set.

The calculation puts the HOMO-LUMO gap at 9.4903 eV. The total charge is +1. As for the spin multiplicity: 1.

Last column: natural (NBO) charge in e.
Positions of all 19 atoms, in Å:
C1 0.767 1.248 -0.261  0.340
C2 -0.926 -0.136 -0.165  0.549
C3 0.840 -1.149 -0.534  -0.302
C4 1.701 0.058 -0.502  -0.374
C5 2.640 0.035 0.750  -0.605
C6 -3.222 0.208 0.157  -0.447
N1 -0.513 1.170 -0.182  -0.512
N2 -2.101 -0.632 -0.074  -0.490
H1 1.325 2.149 -0.438  0.220
H2 0.637 -1.585 0.412  0.234
H3 0.390 -1.549 -1.455  0.250
H4 2.237 0.359 -1.319  0.260
H5 3.420 0.805 0.725  0.240
H6 3.164 -0.862 0.827  0.239
H7 2.160 0.179 1.693  0.223
H8 -3.531 0.127 1.176  0.235
H9 -4.055 -0.081 -0.539  0.246
H10 -2.787 1.238 0.122  0.254
H11 -2.146 -1.582 -0.394  0.440

---

(x)
Computed, not measured: a gas-phase ion, C6H11N2 (charge +1), with ωB97M-V with the def2-TZVPD basis set.

The calculation puts the HOMO-LUMO gap (alpha / beta) at 7.5740 / 5.2806 eV. The total charge is +1. As for the spin multiplicity: 1.

Last column: natural (NBO) charge in e.
Positions of all 19 atoms, in Å:
C1 2.035 -1.035 -0.511  0.310
C2 2.943 -1.606 0.188  -0.488
C3 -1.373 0.219 -0.252  -0.026
C4 -0.196 -0.075 0.330  -0.257
C5 -3.769 0.080 -0.215  -0.477
C6 1.914 1.137 0.330  -0.414
N1 -2.483 -0.108 0.348  -0.074
N2 1.048 0.131 -0.356  -0.438
H1 3.427 -2.434 -0.200  0.264
H2 3.238 -1.313 1.115  0.231
H3 -1.397 0.892 -1.167  0.238
H4 -0.064 -0.921 1.069  0.238
H5 -4.320 -0.809 0.000  0.239
H6 -3.706 0.313 -1.301  0.262
H7 -4.377 0.865 0.512  0.220
H8 1.379 2.058 0.253  0.230
H9 2.056 0.922 1.422  0.245
H10 2.936 1.119 -0.246  0.241
H11 0.710 0.566 -1.317  0.454

---

(y)
Computed, not measured: a gas-phase ion, C6H11N2 (charge +1), with ωB97M-V with the def2-TZVPD basis set.

The calculation puts the HOMO-LUMO gap at 9.3548 eV. The structure (SMILES) is C/C=C(\C)CN=C=[NH2+]. The total charge is +1. As for the spin multiplicity: 1.

Last column: natural (NBO) charge in e.
Positions of all 19 atoms, in Å:
C1 1.570 1.730 0.048  -0.654
C2 0.455 0.743 0.100  -0.159
C3 0.618 -0.572 0.037  -0.008
C4 1.956 -1.230 -0.098  -0.654
C5 -0.531 -1.559 0.080  -0.278
N1 -1.800 -0.978 0.055  -0.215
C6 -2.440 -0.003 -0.007  0.721
N2 -3.359 0.875 -0.076  -0.771
H1 1.974 1.789 -0.963  0.236
H2 2.385 1.432 0.704  0.231
H3 1.229 2.718 0.338  0.231
H4 -0.541 1.165 0.187  0.166
H5 2.666 -0.794 0.601  0.242
H6 2.352 -1.076 -1.100  0.243
H7 1.893 -2.298 0.090  0.224
H8 -0.479 -2.244 -0.774  0.261
H9 -0.479 -2.175 0.986  0.261
H10 -3.702 1.339 0.758  0.462
H11 -3.768 1.138 -0.965  0.463

---

Stability, highest: (y)

---

(w)
Computed, not measured: 2 unconnected molecules or ions with the total composition C2H3I3O2, with ωB97M-V with the def2-TZVPD basis set.

The calculation puts the HOMO-LUMO gap at 7.6276 eV. As for the spin multiplicity: 1.

Last column: natural (NBO) charge in e.
Positions of all 10 atoms, in Å:
C1 -0.522 -0.996 0.505  0.031
C2 -1.046 0.148 0.381  -0.441
O1 -0.123 -1.754 -0.564  -0.656
O2 0.998 1.118 -0.878  -0.874
I1 2.418 1.576 0.529  0.371
I2 -1.496 1.468 1.879  0.219
I3 -1.801 0.834 -1.445  0.195
H1 -0.192 -1.319 1.508  0.193
H2 0.325 -2.458 -0.218  0.476
H3 1.440 1.382 -1.697  0.486

---

(x)
Computed, not measured: a molecular structure, C2H3I3O2, with ωB97M-V with the def2-TZVPD basis set.

The calculation puts the HOMO-LUMO gap (alpha / beta) at 8.2170 / 8.2163 eV. As for the spin multiplicity: 1.

Last column: natural (NBO) charge in e.
Positions of all 10 atoms, in Å:
C1 0.404 1.097 -0.726  -0.776
C2 -0.612 -0.512 0.509  0.583
O1 -0.941 -0.009 1.661  -0.674
O2 0.272 -1.501 0.390  -0.739
I1 2.129 1.575 0.326  0.145
I2 0.842 -0.008 -2.412  0.183
I3 -2.293 -0.849 -0.805  0.057
H1 -0.169 2.024 -0.883  0.212
H2 -0.443 -0.451 2.351  0.505
H3 0.812 -1.366 -0.411  0.505

---

Stability, highest: (x)

---

(w)
Computed, not measured: 3 unconnected molecules or ions with the total composition C2H2NO3, with ωB97M-V with the def2-TZVPD basis set.

The calculation puts the HOMO-LUMO gap at 7.4520 eV. The total charge is -1. As for the spin multiplicity: 1.

Last column: natural (NBO) charge in e.
Positions of all 8 atoms, in Å:
C1 1.950 0.906 -0.042  0.051
C2 -2.219 0.084 -0.079  1.062
N1 2.472 1.906 0.008  -0.485
O1 0.310 -1.269 0.243  -1.278
O2 -2.370 -0.381 -1.117  -0.537
O3 -2.233 0.634 0.910  -0.531
H1 1.215 0.069 0.075  0.307
H2 0.875 -1.948 0.002  0.411

---

(x)
Computed, not measured: a gas-phase ion, C2H2NO3 (charge -1), with ωB97M-V with the def2-TZVPD basis set.

The calculation puts the HOMO-LUMO gap at 9.3268 eV. The structure (SMILES) is O=CNC(=O)[O-]. The total charge is -1. As for the spin multiplicity: 1.

Last column: natural (NBO) charge in e.
Positions of all 8 atoms, in Å:
O1 -0.136 -2.113 -1.082  -0.698
C1 -0.016 -1.203 -0.246  0.514
N1 0.164 0.084 -0.487  -0.692
C2 0.026 1.141 0.578  0.881
O2 -0.007 0.717 1.732  -0.764
O3 -0.105 2.246 0.064  -0.765
H1 -0.059 -1.377 0.838  0.132
H2 0.133 0.506 -1.397  0.392

---

Stability, highest: (x)

---

(w)
Computed, not measured: 6 unconnected molecules or ions with the total composition CH15NO5, with ωB97M-V with the def2-TZVPD basis set.

The calculation puts the HOMO-LUMO gap at 9.7620 eV. The structure (SMILES) is CN.O.O.O.O.O. As for the spin multiplicity: 1.

Last column: natural (NBO) charge in e.
Positions of all 22 atoms, in Å:
C1 -1.011 -2.048 -2.772  -0.419
N1 -0.882 -1.851 -1.314  -0.868
H1 -0.049 -1.911 -3.249  0.184
H2 -1.635 -1.272 -3.222  0.199
H3 -1.381 -3.050 -2.965  0.190
H4 -1.233 -0.959 -0.982  0.366
H5 -1.540 -2.469 -0.855  0.349
O1 -1.145 0.286 6.661  -0.934
H6 -1.278 0.859 5.893  0.467
H7 -0.186 0.153 6.673  0.467
O2 -0.478 1.318 -3.258  -0.943
H8 -0.095 0.934 -2.456  0.475
H9 -0.393 2.256 -3.055  0.468
O3 1.613 2.333 1.436  -0.963
H10 1.988 1.448 1.376  0.487
H11 2.360 2.918 1.588  0.474
O4 2.475 -0.524 0.276  -0.960
H12 2.904 -0.926 -0.489  0.482
H13 1.771 -1.165 0.448  0.478
O5 -0.786 1.254 -0.314  -0.946
H14 -0.178 0.615 0.092  0.465
H15 -0.843 1.800 0.486  0.483

---

(x)
Computed, not measured: a molecular structure, CH15NO5, with ωB97M-V with the def2-TZVPD basis set.

The calculation puts the HOMO-LUMO gap at 11.2309 eV. As for the spin multiplicity: 1.

Last column: natural (NBO) charge in e.
Positions of all 22 atoms, in Å:
H1 0.540 0.284 -0.336  0.471
O1 0.030 0.394 -1.394  -1.078
N1 0.644 0.403 0.908  -0.809
H2 0.386 0.997 -1.995  0.490
H3 -0.136 -0.235 1.302  0.448
H4 0.440 1.286 1.423  0.406
C1 2.071 -0.004 1.262  -0.452
H5 2.744 0.826 0.897  0.199
H6 2.445 -0.087 2.265  0.207
H7 2.368 -0.898 0.577  0.241
O2 -2.386 1.074 -0.550  -0.986
H8 -2.861 0.389 -0.986  0.474
H9 -1.459 0.828 -0.854  0.481
O3 -1.689 -1.336 -0.547  -0.984
H10 -1.168 -2.123 -0.482  0.469
H11 -1.149 -0.706 -1.043  0.483
O4 2.030 -1.090 -1.839  -0.997
H12 1.932 -1.333 -2.801  0.463
H13 1.209 -0.549 -1.719  0.474
O5 -1.708 0.356 2.080  -0.977
H14 -2.160 1.079 2.572  0.476
H15 -2.124 0.446 1.260  0.502

---

(y)
Computed, not measured: 6 unconnected molecules or ions with the total composition CH15NO5, with ωB97M-V with the def2-TZVPD basis set.

The calculation puts the HOMO-LUMO gap at 10.3177 eV. The structure (SMILES) is CN.O.O.O.O.O. As for the spin multiplicity: 1.

Last column: natural (NBO) charge in e.
Positions of all 22 atoms, in Å:
C1 2.594 -0.890 -0.770  -0.430
N1 1.522 -1.250 -1.700  -0.863
H1 3.351 -0.217 -1.200  0.179
H2 3.103 -1.774 -0.397  0.188
H3 2.197 -0.327 0.059  0.203
H4 0.842 -0.513 -1.729  0.364
H5 1.855 -1.467 -2.620  0.366
O1 -6.796 -0.079 -0.237  -0.939
H6 -6.713 0.770 0.210  0.470
H7 -5.923 -0.285 -0.577  0.469
O2 1.759 4.513 0.004  -0.946
H8 1.368 3.621 0.047  0.484
H9 2.694 4.340 -0.142  0.461
O3 -1.132 -0.349 1.234  -0.985
H10 -1.790 -0.497 1.923  0.475
H11 -0.739 -1.231 1.127  0.499
O4 -0.117 -2.892 0.394  -0.993
H12 0.654 -2.432 0.055  0.504
H13 -0.434 -3.639 -0.113  0.496
O5 0.747 1.903 1.396  -0.964
H14 0.183 1.333 0.843  0.487
H15 0.775 1.363 2.192  0.476

---

Stability, highest: (y)